Version A
Below is a cluster of 2 separate species, C3H10NS in total, with properties calculated with ωB97M-V with the def2-TZVPD basis set.

XYZ file:
```
15
Properties=species:S:1:pos:R:3:mulliken_charge:R:1
H -1.5934 -0.1553 -0.5859 0.16
H -0.1833 2.5579 -0.5189 0.43
S -0.1175 -1.3478 -0.2222 0.14
H 0.5141 1.0981 -1.0958 0.39
H -1.8591 1.1564 -1.6129 0.29
C -0.2349 1.4798 -0.4040 -0.46
H -0.7462 0.8889 1.5398 0.38
N -1.5310 0.8967 -0.6819 -0.39
C 0.8495 -0.4048 0.8758 -0.45
H 1.8531 -0.2923 0.4653 0.39
H 0.8389 -0.8236 1.8751 0.40
H 0.6175 -3.9826 -1.4442 0.15
H 0.7754 1.7067 1.5643 0.38
C 0.1724 1.0289 0.9652 -0.70
H 0.6443 -3.8071 -0.7197 -0.12
```

Its HOMO-LUMO gap is 6.513 eV. The charge is +1. For the LUMO energy, the calculation gives -0.31923 Eh.

Version B
Below is the ion C3H10NS with charge +1, with properties calculated with ωB97M-V with the def2-TZVPD basis set.

XYZ file:
```
15
Properties=species:S:1:pos:R:3:mulliken_charge:R:1
H -2.4030 0.7037 0.2072 0.38
H 0.3234 1.9676 2.2868 0.39
H 0.7554 -0.4231 -2.3585 0.19
H -1.5983 0.1114 -0.9365 0.31
C -0.2248 0.9095 0.5172 0.41
N -1.5470 0.1430 0.0899 -0.39
H -0.4476 1.9348 0.2028 0.35
H 1.6589 -0.0993 0.6524 0.36
C -0.2516 1.0581 2.0187 -1.32
H -0.3850 0.2209 2.7054 0.37
H 1.4646 0.8174 -0.8972 0.34
S 0.6857 -1.2446 -1.2191 -0.19
C 0.9862 0.2200 -0.1441 -0.89
H -1.2420 1.6891 2.1732 0.37
H -1.6131 -0.7722 0.5220 0.34
```

The SMILES is C[C@H]([NH3+])CS. Its HOMO-LUMO gap is 10.019 eV. The charge is +1. For the LUMO energy, the calculation gives -0.13549 Eh.

We find version B to be the most stable, with the next structure 0.1468 hartree higher.

Version A
Below is a cluster of 2 separate species, C3H10N2O in total, with properties calculated with ωB97M-V with the def2-TZVPD basis set.

XYZ file:
```
16
Properties=species:S:1:pos:R:3:mulliken_charge:R:1
H -1.3176 -0.7025 -1.7818 0.41
N 0.2811 -1.8584 -0.7352 -0.44
H -0.3150 0.4749 2.0955 0.28
H 1.9852 -0.2144 0.2092 0.41
C 0.0607 -0.0824 1.2124 -0.32
H 0.5544 -1.8934 -1.7190 0.27
C 1.4050 0.3568 0.8529 -1.02
O 0.0483 2.3264 -0.3945 -0.79
H 1.9322 0.8048 1.6670 0.35
H 0.0242 -1.2002 1.3773 0.35
H 1.2014 1.1945 0.2017 0.30
N -1.0232 -0.0189 0.1498 -0.43
H 0.3936 2.4401 -1.2303 0.25
H -0.9309 0.9017 -0.3322 0.43
C -0.9558 -1.1736 -0.8329 -0.33
H -1.7787 -1.8804 -0.6279 0.28
```

Its HOMO-LUMO gap is 4.459 eV. The charge is 0. For the LUMO energy, the calculation gives -0.14749 Eh.

Version B
Below is a cluster of 2 separate species, C3H10N2O in total, with properties calculated with ωB97M-V with the def2-TZVPD basis set.

XYZ file:
```
16
Properties=species:S:1:pos:R:3:mulliken_charge:R:1
H 1.8832 1.1915 1.5807 0.29
C 1.9613 0.9485 -0.5186 0.09
H -0.4722 -1.4866 -0.8361 0.25
H 2.3945 2.5873 0.7697 0.28
H 3.5912 1.3166 0.5656 0.28
C 2.5497 1.4840 0.7804 -0.78
C -1.2024 -1.0995 -0.1149 -0.35
H 1.3835 1.6819 -1.1497 0.34
H -2.4798 -2.5627 -0.5479 0.29
H -1.4959 0.8284 -0.3828 0.20
O 1.9864 -0.2527 -0.7813 -0.47
H -2.7296 -1.8426 1.0256 0.27
H -2.8437 0.1826 -0.5875 0.23
H -0.6424 -0.7110 0.7151 0.27
N -1.8774 -0.0001 -0.8377 -0.61
N -2.0063 -2.2655 0.3195 -0.56
```

The SMILES is CC=O.NCN. Its HOMO-LUMO gap is 10.182 eV. The charge is 0. For the LUMO energy, the calculation gives 0.02924 Eh.

Version C
Below is a cluster of 3 separate species, C3H10N2O in total, with properties calculated with ωB97M-V with the def2-TZVPD basis set.

XYZ file:
```
16
Properties=species:S:1:pos:R:3:mulliken_charge:R:1
H 0.4213 0.3424 -1.9175 0.17
H 1.9902 -1.2273 -0.4727 0.18
H -3.1506 1.1162 -0.1006 0.28
H 2.3505 -0.0127 0.8507 0.22
C -0.4875 0.9354 -1.8799 -0.24
H 0.0212 -1.4859 1.3391 0.27
H -0.0765 -0.0626 2.0196 0.17
N -0.1688 -0.5254 1.1337 -0.67
H -0.7010 1.5970 -2.7287 0.24
C -2.3311 1.6780 -0.5426 -0.85
C 2.1966 -1.0754 0.5988 0.02
O 2.4188 -1.9838 1.3439 -0.46
H -0.6705 -0.1073 0.3189 0.40
H -1.8901 2.2533 0.2741 0.28
H -2.5749 2.3691 -1.3561 0.33
N -1.2940 0.7372 -0.9438 -0.35
```

The SMILES is C=NC.C=O.N. Its HOMO-LUMO gap is 9.515 eV. The charge is 0. For the LUMO energy, the calculation gives 0.02624 Eh.

Version D
Below is a structure of composition C3H10N2O, with properties calculated with ωB97M-V with the def2-TZVPD basis set.

XYZ file:
```
16
Properties=species:S:1:pos:R:3:mulliken_charge:R:1
N -2.3007 0.0763 -0.1123 -0.58
N 1.3638 0.2763 0.0189 -0.29
C -0.3640 -0.1909 0.5103 -0.39
H -2.6643 -0.8714 0.0331 0.19
H -0.2770 1.7113 -0.4162 0.20
H -0.2650 -1.2707 0.5251 0.28
H -3.3217 1.4278 0.8492 0.31
H 1.6493 -1.3206 -1.3303 0.29
H 1.7356 0.8107 0.7975 0.26
H 2.4387 -1.5118 0.2331 0.31
H -0.5078 0.2824 1.4768 0.27
C -0.0011 0.6785 -0.6003 -0.09
H 3.1047 -0.3870 -0.9803 0.31
O -2.6790 0.7727 1.1532 -0.46
C 2.1866 -0.7863 -0.5440 -0.86
H -0.0981 0.3028 -1.6139 0.25
```

Its HOMO-LUMO gap is 7.764 eV. The charge is 0. For the LUMO energy, the calculation gives 0.03346 Eh.

We find version B to be the most stable, with the next structure 0.0275 hartree higher.

Version A
Below is a cluster of 2 separate species, C3H10N2O in total, with properties calculated with ωB97M-V with the def2-TZVPD basis set.

XYZ file:
```
16
Properties=species:S:1:pos:R:3:mulliken_charge:R:1
H 1.0523 -1.1455 -0.9604 0.25
H 0.8561 0.2762 -0.2483 0.21
C -3.2649 -0.4068 -0.1254 -0.99
N -1.5324 0.4058 1.4729 -0.56
H -3.8742 0.4718 0.0922 0.31
H -0.9332 1.2134 1.4952 0.25
N 0.4985 -0.6718 -0.2631 -0.50
C -1.8154 -0.1302 0.1842 0.42
H -1.1572 -0.2873 2.1050 0.24
H -1.2095 -1.2011 -1.4597 0.24
O 5.5041 1.2424 -0.5294 -0.64
H 5.8846 1.4883 -1.3793 0.32
H 5.1724 0.3478 -0.6854 0.32
H -3.6205 -1.1328 0.5960 0.25
C -0.8792 -0.7924 -0.5091 -0.44
H -3.4081 -0.6965 -1.1616 0.32
```

The SMILES is C/C(N)=C/N.O. Its HOMO-LUMO gap is 8.762 eV. The charge is 0. For the LUMO energy, the calculation gives 0.02208 Eh.

Version B
Below is a cluster of 2 separate species, C3H10N2O in total, with properties calculated with ωB97M-V with the def2-TZVPD basis set.

XYZ file:
```
16
Properties=species:S:1:pos:R:3:mulliken_charge:R:1
N 0.0897 -0.5342 -1.4996 -0.56
H -0.6259 -1.3767 0.3012 0.33
N 0.3750 -2.8957 -0.6965 -0.60
H 1.0777 -1.1487 0.2956 0.32
C 0.0112 1.9030 0.6142 0.20
H -2.0295 2.5372 0.9325 0.32
C 0.2334 -1.5272 -0.3716 -0.42
C -1.4178 1.6368 1.0073 -0.85
H -0.4128 -3.3390 -1.2059 0.25
H -1.5044 1.2371 2.0288 0.27
H 1.1228 -3.0003 -1.3512 0.24
H 0.2117 2.0615 -0.4715 0.32
H -1.8511 0.8921 0.3300 0.23
H 0.9527 -0.5945 -2.0579 0.24
O 0.9454 1.9301 1.3928 -0.49
H -0.7179 -0.7760 -2.0702 0.22
```

The SMILES is CC=O.NCN. Its HOMO-LUMO gap is 10.148 eV. The charge is 0. For the LUMO energy, the calculation gives 0.03321 Eh.

Version C
Below is a cluster of 2 separate species, C3H10N2O in total, with properties calculated with ωB97M-V with the def2-TZVPD basis set.

XYZ file:
```
16
Properties=species:S:1:pos:R:3:mulliken_charge:R:1
O -0.1713 0.1783 -2.8629 -0.55
H -1.8362 1.2326 -3.4640 0.26
C -1.2181 1.1102 -2.5782 -0.64
H -0.7890 -0.3236 2.5685 0.32
N 1.4537 -0.4184 2.4821 -0.31
C -0.0402 -0.2143 0.4506 -0.13
H -1.8304 0.7139 -1.7653 0.29
H 1.5292 -0.3867 3.4888 0.30
H -0.7799 2.0700 -2.2919 0.25
H 1.9312 -1.2419 2.0968 0.30
H 1.8293 0.4078 2.0309 0.41
H 0.0737 0.7290 -0.0995 0.34
C 0.0589 -0.2024 1.9215 -0.84
H -0.1986 -2.0490 0.3440 0.33
H -0.0550 -0.3382 -2.0508 0.39
N 0.0428 -1.2675 -0.2708 -0.69
```

Its HOMO-LUMO gap is 6.594 eV. The charge is 0. For the LUMO energy, the calculation gives 0.00452 Eh.

We find version B to be the most stable, with the next structure 0.0080 hartree higher.

Version A
Below is an isolated molecule of C3H10N2O, with properties calculated with ωB97M-V with the def2-TZVPD basis set.

XYZ file:
```
16
Properties=species:S:1:pos:R:3:mulliken_charge:R:1
H 0.9068 1.6604 1.6113 0.43
H 1.8633 0.9756 0.3541 0.39
C -0.4353 0.2609 0.5255 0.28
H -1.8013 1.0359 -0.7818 0.26
H 0.2365 -2.0360 -0.0902 0.34
H -0.3458 1.7571 -0.8837 0.26
N -1.0179 1.3804 -0.2207 -0.74
H -1.0946 0.0839 1.3817 0.46
H 1.4295 -0.0350 1.7776 0.35
H 1.7205 -0.6435 -1.0351 0.25
H -1.8625 -1.7726 0.4259 0.36
O -1.5243 -1.5614 -0.4588 -0.55
H 0.2977 -0.1102 -2.0439 0.21
N 0.7533 -0.6775 -1.3357 -0.50
C -0.2080 -1.0427 -0.3014 -0.30
C 1.0821 0.7246 1.0751 -1.52
```

The SMILES is C[C@@H](N)[C@H](N)O. Its HOMO-LUMO gap is 9.719 eV. The charge is 0. For the LUMO energy, the calculation gives 0.03230 Eh.

Version B
Below is a cluster of 2 separate species, C3H10N2O in total, with properties calculated with ωB97M-V with the def2-TZVPD basis set.

XYZ file:
```
16
Properties=species:S:1:pos:R:3:mulliken_charge:R:1
N 1.1078 -1.5578 1.6113 -0.30
H 1.0726 -1.6175 0.6100 0.21
O 2.3604 -1.0437 3.4248 -0.55
H 0.7863 0.5646 -1.2122 0.26
H 3.1159 -1.1150 1.5403 0.28
H -0.9437 -0.3687 -0.2650 0.21
C -2.1235 0.5811 -1.5847 -0.86
C 0.0658 1.2921 -0.8267 -0.80
N -1.1789 0.5942 -0.4611 -0.36
C 2.2632 -1.2081 2.2313 0.15
H -3.0490 0.0928 -1.2740 0.31
H 0.2840 -1.7752 2.1423 0.21
H -2.3536 1.6055 -1.8584 0.33
H -1.7479 0.0328 -2.4579 0.31
H -0.1110 2.0041 -1.6015 0.37
H 0.4515 1.9189 -0.0185 0.24
```

The SMILES is NC=O.CNC. Its HOMO-LUMO gap is 9.802 eV. The charge is 0. For the LUMO energy, the calculation gives 0.02461 Eh.

Version C
Below is a cluster of 2 separate species, C3H10N2O in total, with properties calculated with ωB97M-V with the def2-TZVPD basis set.

XYZ file:
```
16
Properties=species:S:1:pos:R:3:mulliken_charge:R:1
H -0.4621 -1.4539 -0.9093 0.48
H -2.9996 -1.7041 1.9577 0.30
C 0.2963 -1.2535 -0.2395 0.00
N 1.4889 -2.1062 -0.5681 -0.59
O -2.6175 -0.8866 1.5496 -0.68
C 0.7002 1.9207 -0.9006 -0.91
H -1.4120 1.3159 -0.0224 0.22
H -0.1710 1.7293 1.2576 0.29
H 0.7135 3.0135 -0.6031 0.30
H 2.1968 -1.8866 -1.2627 0.29
H -1.6732 -0.8788 1.1887 0.36
H 0.3054 1.8849 -1.9322 0.29
H 1.7311 1.5171 -0.6926 0.28
C -0.2061 1.1209 0.2309 -0.29
H 2.0165 -2.0582 0.3997 0.34
N 0.0930 -0.2744 0.5462 -0.67
```

The SMILES is CC/N=C/N.O. Its HOMO-LUMO gap is 8.671 eV. The charge is 0. For the LUMO energy, the calculation gives 0.00511 Eh.

We find version B to be the most stable, with the next structure 0.0619 hartree higher.

Version A
Below is an isolated molecule of C3H8O3, with properties calculated with ωB97M-V with the def2-TZVPD basis set.

XYZ file:
```
14
Properties=species:S:1:pos:R:3:mulliken_charge:R:1
H -0.3509 1.8440 0.2113 0.39
O -0.7063 -0.9729 1.3580 -0.54
H 1.6644 -0.7405 -0.2791 0.30
O 1.4330 1.0407 0.7700 -0.59
C 1.2336 0.2659 -0.4003 -0.46
C -0.8982 -1.0394 -0.0498 -0.70
H -0.4040 -1.9533 -0.3926 0.38
H -1.2101 -0.1983 1.6440 0.34
C -0.2750 0.1696 -0.7302 0.14
H 1.7702 0.7716 -1.2077 0.34
H -1.9678 -1.1034 -0.2965 0.31
O -0.9715 1.3275 -0.3100 -0.58
H -0.3985 0.0858 -1.8151 0.34
H 1.0812 0.5026 1.4978 0.35
```

The SMILES is OCC(O)CO. Its HOMO-LUMO gap is 10.931 eV. The charge is 0. For the LUMO energy, the calculation gives 0.02858 Eh.

Version B
Below is an isolated molecule of C3H8O3, with properties calculated with ωB97M-V with the def2-TZVPD basis set.

XYZ file:
```
14
Properties=species:S:1:pos:R:3:mulliken_charge:R:1
H 1.8990 0.0340 0.0637 0.42
H 0.7178 -0.9601 1.1849 0.37
H -1.9650 -0.9222 0.7761 0.34
C -0.5319 -0.3764 -0.4811 0.31
H -0.4056 -0.5434 -1.5985 0.22
H -1.2265 1.6324 -0.7180 0.25
H 0.4863 -2.3422 0.0154 0.27
C 0.6646 -1.1813 0.1424 -0.76
H 0.7920 2.4030 0.5357 0.36
C -0.4876 1.0102 -0.0784 -0.54
H -0.8744 1.2782 0.8849 0.40
O -1.8658 -0.6973 -0.1877 -0.54
O 0.8680 1.5953 -0.2210 -0.58
O 1.9291 -0.9301 -0.3184 -0.51
```

The SMILES is OCC(O)CO. Its HOMO-LUMO gap is 10.165 eV. The charge is 0. For the LUMO energy, the calculation gives 0.01478 Eh.

We find version A to be the most stable, with the next structure 0.0686 hartree higher.

Version A
Below is a cluster of 2 separate species, C3H8O3 in total, with properties calculated with ωB97M-V with the def2-TZVPD basis set.

XYZ file:
```
14
Properties=species:S:1:pos:R:3:mulliken_charge:R:1
H 2.0601 -1.4096 1.4929 0.25
O -4.1254 -2.1357 1.9762 -0.65
H 3.1172 -0.3525 -0.2667 0.27
H -4.8344 -1.5866 1.5712 0.32
H 2.3657 1.2479 -0.0025 0.25
C 1.6942 -0.3685 1.4049 -0.30
O 1.1332 -0.2708 -0.8136 -0.37
H 2.1651 0.2232 2.2134 0.29
C 2.1950 0.1568 0.0734 -0.38
H -3.3359 -1.5487 1.9927 0.32
H -0.7423 -0.6059 -0.5543 0.22
O 0.3004 -0.3366 1.3424 -0.32
C 0.0000 0.0000 0.0000 -0.20
H -0.3040 1.0614 -0.0809 0.28
```

The SMILES is C1COCO1.O. Its HOMO-LUMO gap is 10.910 eV. The charge is 0. For the LUMO energy, the calculation gives 0.02744 Eh.

Version B
Below is a cluster of 2 separate species, C3H8O3 in total, with properties calculated with ωB97M-V with the def2-TZVPD basis set.

XYZ file:
```
14
Properties=species:S:1:pos:R:3:mulliken_charge:R:1
H -3.1308 -3.1303 5.5088 0.31
O -4.0187 -3.5363 5.3858 -0.65
H -0.7746 0.7636 -0.1833 0.29
H 0.9648 0.5094 0.1623 0.37
C -1.8480 -2.5629 1.5768 0.26
C -0.3395 -0.8083 1.3130 -0.26
O -2.9397 -3.1314 1.4439 -0.52
C 0.0000 0.0000 0.0000 -1.13
H 0.4999 -1.5296 1.3367 0.33
H -0.2637 -0.1738 2.2169 0.30
H -1.1022 -2.9358 2.3064 0.30
H 0.0850 -0.6371 -0.8964 0.31
O -1.5390 -1.4680 0.9678 -0.26
H -4.2774 -3.2937 4.4680 0.34
```

The SMILES is CCOC=O.O. Its HOMO-LUMO gap is 11.318 eV. The charge is 0. For the LUMO energy, the calculation gives 0.02280 Eh.

We find version B to be the most stable, with the next structure 0.0217 hartree higher.